# C4H3Cl2N3

A cluster of 2 separate species, C4H3Cl2N3 in total (ωB97M-V with the def2-TZVPD basis set, the Open Molecules 2025 dataset).

Values from the calculation:
Kohn-Sham gap (spin up / spin down), eV: 7.72 / 7.58
Lowest unoccupied orbital energy (spin up / spin down), eV: -1.41 / -1.74

Structure (ORCA input):
```
! RIJCOSX wB97M-V def2-TZVPD def2/J DEFGRID3
* xyz 0 1
Cl -1.173 1.945 -0.577
Cl -2.721 -0.215 0.669
N 1.491 -1.116 2.059
N 1.366 0.505 -0.919
N -0.847 -2.042 -1.597
C 0.656 -0.570 -0.296
C -0.132 -1.442 -0.933
C -1.217 0.719 0.614
C 1.157 -0.961 0.967
H 0.740 1.063 -1.525
H 1.464 1.113 -0.131
H -0.784 1.002 1.669
*
```

Löwdin atomic charge list, values in e, 2 entries: Cl 0.6388; Cl 0.5576



# C4H3Cl2O5S

The ion C4H3Cl2O5S with charge -1 (ωB97M-V with the def2-TZVPD basis set, the Open Molecules 2025 dataset).

Values from the calculation:
Kohn-Sham gap (spin up / spin down), eV: 4.38 / 6.12
Lowest unoccupied orbital energy (spin up / spin down), eV: 3.17 / -0.24

Structure (ORCA input):
```
! RIJCOSX wB97M-V def2-TZVPD def2/J DEFGRID3
* xyz -1 3
Cl 0.146 -2.539 0.759
Cl -3.254 -1.683 0.471
S -2.307 1.152 0.301
O -1.745 1.926 -0.815
O -2.464 -0.994 -2.439
O -1.561 1.392 1.528
O -0.504 -0.201 -1.752
O -3.741 1.165 0.533
C -1.907 -0.846 -0.092
C -0.562 -0.857 0.499
C -1.716 -0.712 -1.555
C 0.248 -0.100 -0.580
H 1.387 -0.376 -0.597
H 0.079 0.945 -0.074
H -0.626 -0.399 1.429
*
```

Löwdin atomic charge list, values in e, 2 entries: Cl 0.5269; Cl 0.8390



# C4H3Cl5

A cluster of 2 separate species, C4H3Cl5 in total (ωB97M-V with the def2-TZVPD basis set, the Open Molecules 2025 dataset).

Values from the calculation:
Kohn-Sham gap, eV: 9.63
Lowest unoccupied orbital energy, eV: 0.31

Structure (ORCA input):
```
! RIJCOSX wB97M-V def2-TZVPD def2/J DEFGRID3
* xyz 0 1
Cl 0.034 1.700 -1.366
Cl 0.259 1.623 1.452
Cl -3.457 -1.370 -0.231
Cl -0.261 -2.248 -0.136
Cl -2.525 1.352 -0.006
C -0.843 -0.700 -0.085
C 1.889 -0.023 0.131
C -2.086 -0.283 -0.155
C 0.617 0.808 -0.023
H 1.735 -0.980 -0.549
H 2.839 0.546 -0.132
H 1.799 -0.425 1.099
*
```

Löwdin atomic charge list, values in e, 2 entries: Cl 0.6297; Cl 0.6319